(1)
Below is C29H32AsCaI2N5O3S4 as an isolated structure, with properties calculated with ωB97M-V/def2-TZVPD.

Each line ends with the Mulliken charge.
Element x y z (Å)
Ca 0.62591 -0.66327 -0.12076  1.807
I 4.51201 -0.88941 -6.65626  0.040
C 3.81508 -1.06729 -4.70638  -0.495
C 4.68768 -0.93720 -3.63886  -0.319
C 4.21367 -1.06396 -2.34518  -0.439
I 5.52367 -0.79094 -0.76025  0.018
C 2.86399 -1.34851 -2.04989  0.632
O 2.46686 -1.50499 -0.83034  -1.075
C 1.97644 -1.42551 -3.16555  0.682
C 0.48926 -1.66508 -3.01387  -1.134
N -0.24808 -0.57178 -2.33122  0.235
C -0.17209 0.73870 -2.96472  -1.504
C 0.60375 1.81622 -2.22101  0.988
C 0.57473 3.10935 -2.74144  -0.895
C 1.37563 4.08182 -2.17536  -0.533
C 2.18229 3.74378 -1.09465  -0.756
C 2.12719 2.44657 -0.62422  -0.711
N 1.35034 1.50373 -1.16506  0.423
C 2.46925 -1.29987 -4.45696  -0.534
H 5.73599 -0.73118 -3.80829  0.346
H 0.29738 -2.58428 -2.45210  0.352
H 0.08247 -1.79407 -4.02287  0.558
H -1.21267 -0.86651 -2.18221  -0.039
H -1.17892 1.12143 -3.13522  0.485
H 0.31889 0.64320 -3.94076  0.444
H -0.05175 3.32632 -3.59752  0.532
H 1.38208 5.08928 -2.57174  0.411
H 2.83962 4.46315 -0.62799  0.449
H 2.73225 2.13292 0.21936  0.585
H 1.78099 -1.38262 -5.29045  0.357
O -0.44281 -5.01378 0.97719  -0.767
C 0.27653 -4.95171 2.11332  0.530
C 0.56587 -6.16798 2.74028  -0.742
C 1.30200 -6.20073 3.90300  -0.231
C 1.77005 -5.02013 4.47727  -0.876
C 1.48079 -3.81944 3.86710  -0.447
C 0.73298 -3.74968 2.68563  -0.096
C 0.42919 -2.42069 2.07939  1.107
O -0.23031 -2.43671 0.96186  -0.456
N 0.82746 -1.37139 2.75275  -0.294
N 0.45222 -0.10209 2.24530  -0.329
C 0.70413 0.78393 3.12351  -0.172
S 0.39335 2.48982 2.78924  0.061
C 0.56977 3.00777 4.51538  -0.661
C 1.67297 2.16103 5.12175  -0.602
S 1.35772 0.42400 4.70986  -0.037
H -0.53131 -4.08096 0.66929  0.288
H 0.19852 -7.07497 2.27899  0.440
H 1.51742 -7.15422 4.36914  0.372
H 2.35487 -5.04543 5.38654  0.405
H 1.83227 -2.88853 4.29043  0.438
H -0.37124 2.85559 5.04371  0.302
H 0.82152 4.06775 4.52591  0.386
H 1.69725 2.25480 6.20686  0.379
H 2.64205 2.46211 4.72275  0.291
S -4.81464 -2.37998 0.15527  -0.159
C -5.01226 -2.51737 -1.53688  -0.252
C -3.81363 -2.32984 -2.14530  -0.702
N -2.75590 -2.08054 -1.31030  -0.060
C -3.15486 -2.07899 -0.07068  -0.174
H -5.96204 -2.73182 -1.99495  0.443
H -3.64900 -2.36919 -3.21213  0.399
H -2.48430 -1.91342 0.76027  0.224
C -4.07903 3.25849 1.56144  -1.096
As -3.02157 3.13857 -0.04557  0.438
C -4.07012 4.01059 -1.41046  -1.114
C -1.52015 4.31528 0.24880  -0.363
S -2.53306 1.17577 -0.55569  -0.356
H -4.30216 4.30002 1.79025  0.405
H -3.51465 2.80519 2.37438  0.314
H -5.00002 2.69866 1.41125  0.358
H -4.42880 4.97722 -1.05844  0.404
H -4.90995 3.36784 -1.66599  0.349
H -3.44521 4.14504 -2.29181  0.341
H -1.83068 5.35196 0.12189  0.485
H -0.74117 4.06104 -0.46678  -0.128
H -1.14394 4.15712 1.25676  0.045

Force components x, y, z for each atom (eV/Å):
Ca -0.1225 0.3568 0.4083
I 0.0364 0.0145 -0.1412
C -0.1899 -0.0468 0.2460
C 0.1065 0.0432 0.0375
C 0.0338 0.0102 -0.3821
I 0.0546 -0.0021 0.1663
C -0.1575 -0.0093 0.0705
O -0.0552 -0.1048 -0.1900
C 0.0544 0.0800 -0.1815
C 0.1145 0.1218 -0.0651
N 0.2186 0.0570 0.0754
C 0.0297 -0.0440 -0.1642
C -0.0289 -0.0898 -0.3215
C 0.1067 0.0223 0.0149
C 0.0223 -0.0267 0.0230
C -0.0147 -0.0402 -0.0166
C 0.0337 0.0448 0.1134
N -0.2442 -0.0790 -0.0527
C 0.0909 0.1046 -0.0964
H -0.0044 0.0002 -0.0044
H -0.0341 0.0454 0.0394
H -0.0263 -0.1534 0.0305
H 0.0395 -0.0001 -0.0932
H 0.0040 -0.0020 -0.0263
H -0.0566 0.0234 -0.0210
H 0.0055 0.0054 -0.0072
H -0.0026 0.0016 -0.0086
H -0.0004 0.0089 -0.0034
H -0.0065 0.0186 0.0009
H 0.0010 -0.0084 -0.0058
O -0.0389 0.2850 -0.0809
C 0.0787 0.0054 0.1161
C -0.0181 0.0594 -0.0541
C 0.0244 -0.0145 0.0548
C -0.0052 -0.0446 -0.0175
C -0.0100 0.0521 -0.0387
C 0.1637 0.0236 0.1634
C -0.3808 -0.5724 -0.0255
O -0.0415 0.3629 0.2459
N -0.0528 0.1836 -0.0034
N 0.2685 -0.7729 0.3183
C -0.1506 0.4168 -0.1941
S 0.0590 -0.0732 0.0136
C 0.0214 -0.0382 0.0827
C -0.0224 0.1210 -0.0376
S 0.0496 -0.0954 -0.0060
H 0.0036 -0.1181 0.0203
H -0.0063 0.0035 -0.0141
H 0.0052 -0.0032 0.0031
H 0.0023 0.0041 0.0079
H 0.0003 -0.0091 0.0046
H -0.0090 0.0018 -0.0289
H -0.0011 0.0028 -0.0289
H -0.0320 -0.0319 0.0094
H 0.0098 -0.0425 0.0128
S -0.1314 -0.0255 0.0169
C 0.0663 0.0105 -0.0652
C -0.0862 -0.0069 -0.0766
N -0.0333 0.0144 0.0665
C 0.2462 -0.0185 -0.0163
H -0.0260 -0.0046 0.0224
H -0.0052 -0.0006 -0.0044
H -0.0096 -0.0193 0.0257
C 0.0001 -0.0067 -0.0172
As 0.1003 -0.0578 0.0166
C -0.0054 -0.0112 -0.0117
C -0.0422 0.0067 0.0069
S 0.0051 0.0467 0.0922
H -0.0068 -0.0012 0.0059
H 0.0192 0.0035 -0.0155
H 0.0010 0.0083 -0.0007
H 0.0120 0.0008 0.0078
H 0.0033 -0.0038 0.0172
H 0.0025 -0.0076 0.0088
H -0.0023 0.0053 -0.0023
H -0.0083 0.0189 -0.0063
H -0.0256 -0.0096 -0.0389

The LUMO energy comes out at -0.1 eV. As for the energy above the lowest of the compared OMol25 structures with the same formula, charge and spin: 28.0 kcal/mol. The total energy comes out at -183009.169 eV.

***

(2)
Below is C29H32BrN2O4Sn as an isolated structure, with properties calculated with ωB97M-V/def2-TZVPD.

Each line ends with the Mulliken charge.
Element x y z (Å)
Sn -0.16494 -1.01998 -2.80748  1.424
C -3.63963 -1.58810 -0.46590  -0.327
O -4.09493 -2.71631 -1.18614  -0.422
C -3.36077 -3.85786 -1.20718  0.417
C -4.04241 -5.04564 -1.00816  -0.574
C -3.42377 -6.28415 -1.13021  -0.618
C -2.08180 -6.36032 -1.43001  -0.864
C -1.35183 -5.18868 -1.64387  0.809
C 0.07225 -5.20146 -1.74986  -0.534
N 0.76958 -4.13674 -1.80518  0.382
N 2.00032 -3.89926 -1.84673  -0.586
C 2.59832 -2.71363 -1.85655  0.392
O 2.00230 -1.68888 -2.28250  -0.583
C 3.97894 -2.67530 -1.37926  0.586
C 4.70281 -3.85637 -1.20833  -0.344
C 5.97473 -3.81924 -0.67331  -0.655
C 6.53509 -2.60705 -0.29286  -0.375
C 5.82046 -1.42938 -0.46097  -0.643
C 4.55561 -1.45652 -1.01589  -0.426
C -1.98890 -3.90490 -1.62453  0.458
O -1.32648 -2.85856 -1.97528  -0.291
H -4.31533 -0.77604 -0.73677  0.260
H -2.61161 -1.31803 -0.72569  -0.012
H -3.70882 -1.77123 0.61151  0.282
H -5.08412 -4.97974 -0.73847  0.498
H -4.00050 -7.17870 -0.96032  0.427
H -1.57849 -7.31499 -1.48379  0.433
H 0.56726 -6.16746 -1.65513  0.416
H 4.25252 -4.78898 -1.51094  0.440
H 6.52936 -4.73840 -0.55207  0.400
H 7.52862 -2.57884 0.13243  0.404
H 6.25001 -0.48766 -0.15412  0.409
H 3.99158 -0.54601 -1.14544  0.421
C 0.56405 4.63186 3.45404  -1.628
C -0.47255 3.49999 3.53663  1.890
C -1.88388 4.10155 3.63431  -1.626
C -0.21149 2.69929 4.81428  -2.182
C -0.37176 2.65993 2.28134  -0.453
C -0.05016 1.30372 2.29609  -0.013
C 0.00006 0.61404 1.10960  -0.480
Br 0.42593 -1.23916 1.11073  -0.174
C -0.26153 1.19866 -0.15622  1.205
O -0.25351 0.44245 -1.21190  -0.935
C -0.54655 2.59566 -0.17571  -0.836
C -0.59756 3.25670 1.03729  0.109
C -0.83051 3.42450 -1.42867  1.796
C 0.21693 4.54960 -1.51916  -1.684
C -0.78263 2.66141 -2.75531  -1.635
C -2.24614 4.01598 -1.30348  -1.694
H 0.52530 5.22806 4.36137  0.469
H 0.37541 5.28764 2.60958  0.332
H 1.56590 4.22165 3.35334  0.361
H -1.96251 4.68691 4.54646  0.472
H -2.63269 3.31381 3.66674  0.361
H -2.10717 4.75300 2.79519  0.322
H -0.30017 3.35779 5.67475  0.439
H 0.79278 2.28230 4.82359  0.400
H -0.94087 1.90163 4.93556  0.410
H 0.15545 0.77648 3.21223  0.608
H -0.83215 4.30851 1.03070  0.348
H 1.21868 4.12645 -1.56768  0.391
H 0.17299 5.22162 -0.66732  0.311
H 0.05297 5.14052 -2.41739  0.464
H 0.21038 2.24406 -2.93530  0.226
H -1.01369 3.34875 -3.56668  0.511
H -1.52504 1.85929 -2.77039  0.148
H -2.33933 4.68465 -0.45349  0.330
H -2.97355 3.21449 -1.18813  0.363
H -2.49683 4.58064 -2.19801  0.469

Force components x, y, z for each atom (eV/Å):
Sn 0.5437 1.4393 1.9032
C 0.4745 0.9091 0.3597
O 0.4150 -1.6218 -0.2986
C -1.5008 0.7747 0.0215
C -0.1790 0.1334 0.0474
C -0.7383 0.4159 0.1061
C 1.5473 0.7331 -0.4345
C -0.4492 -0.8127 0.0573
C 0.6036 -0.9125 0.0974
N 0.1121 0.6475 0.1524
N -0.0720 -1.6460 -0.3582
C -0.1400 1.4147 -0.0250
O -0.3437 -0.0085 0.1887
C 0.3746 0.0289 0.1024
C -0.1942 0.0708 -0.0212
C 0.0800 -0.1009 -0.0086
C -0.0818 -0.0186 -0.0365
C 0.0379 0.0315 -0.0257
C -0.2576 -0.0239 -0.0761
C 1.1520 1.8272 -0.3927
O -1.3862 -1.1363 0.4552
H 0.1195 -0.1022 0.0646
H -0.2127 -0.0067 0.1260
H 0.0067 -0.0285 -0.1513
H -0.1297 0.0279 -0.0213
H -0.0301 -0.1186 0.0403
H 0.0434 -0.0467 0.0496
H 0.1629 0.0766 0.0793
H 0.0543 -0.1704 0.0078
H 0.0392 -0.0188 0.0079
H 0.0159 -0.0145 0.0183
H 0.0289 0.0599 -0.0092
H -0.0645 0.0882 0.0022
C -0.1609 -0.1629 0.1353
C -0.0127 0.2489 0.1732
C 0.2366 -0.0903 0.0776
C -0.0304 0.1242 -0.2236
C 0.0538 -0.3140 -0.3609
C -0.0980 0.3696 0.1048
C -0.1528 0.2787 -1.0004
Br 0.0076 -0.1941 0.0914
C 0.0113 0.7613 1.9422
O 0.0216 -2.2497 -3.2721
C 0.1043 -0.8922 -0.2120
C 0.1338 -0.2934 0.5861
C -0.0588 0.1916 -0.0896
C -0.1765 -0.1318 -0.0345
C 0.0010 -0.1825 0.0820
C 0.2030 -0.0358 -0.0818
H 0.0263 0.1512 0.1306
H -0.0065 0.0980 -0.1198
H 0.1377 -0.0254 -0.0150
H -0.0697 0.1262 0.1243
H -0.1118 -0.0882 -0.0015
H -0.0404 0.0889 -0.1315
H -0.0096 0.0800 0.0922
H 0.0989 -0.1273 0.0124
H -0.0282 -0.1593 0.0213
H 0.0077 -0.0064 0.1486
H -0.0266 0.1518 -0.0403
H 0.1011 -0.0165 0.0045
H 0.0032 0.0552 0.1152
H -0.0327 0.0916 -0.1215
H -0.0594 -0.0074 -0.0338
H -0.0077 0.1005 -0.0604
H 0.0644 0.0706 -0.0720
H -0.0128 0.0562 0.1221
H -0.1100 -0.0519 0.0163
H -0.0386 0.0937 -0.1377

Its charge is +1. The LUMO energy (alpha / beta) comes out at -5.2 / -6.3 eV. As for the energy above the lowest of the compared OMol25 structures with the same formula, charge and spin: 43.7 kcal/mol. The total energy comes out at -117627.556 eV.

***

(3)
Below is C29H32ClCuN2O7P2 as an isolated structure, with properties calculated with ωB97M-V/def2-TZVPD.

Each line ends with the Mulliken charge.
Element x y z (Å)
Cu -0.57225 -0.03164 0.77672  -0.353
O -6.23905 0.13436 -0.11188  -0.570
C -5.79515 1.36006 0.04422  0.328
O -6.51425 2.33256 0.02582  -0.624
C -4.32605 1.52816 0.21432  0.324
C -3.67965 2.75266 0.15072  -0.134
N -2.37275 2.52946 0.32752  0.792
N -2.12895 1.23346 0.49902  -0.819
C -3.29055 0.59266 0.43902  0.050
C -3.27915 -0.91544 0.55752  0.977
O -4.29275 -1.53654 0.21102  -0.867
O -2.20665 -1.40384 0.98532  -0.723
H -5.51945 -0.58264 -0.01658  0.456
H -4.10035 3.72446 -0.01308  0.568
H -1.59895 3.18586 0.30992  -0.006
Cl 2.20825 0.12156 -0.13348  -0.137
C 2.78535 -1.50624 -0.31558  0.774
C 4.13395 -1.70564 -0.55338  -0.730
C 4.60765 -2.99314 -0.72568  -0.549
C 3.73175 -4.06374 -0.66198  -0.883
C 2.38595 -3.84674 -0.42848  -0.338
C 1.88085 -2.56174 -0.24798  -0.195
P 0.09545 -2.18704 0.07802  1.217
C -0.58645 -2.50884 -1.57578  0.724
C 0.14945 -2.28284 -2.73508  -0.600
C -0.40975 -2.55694 -3.97238  -0.617
C -1.70295 -3.04804 -4.06588  -0.628
C -2.44875 -3.23944 -2.91288  -1.116
C -1.89755 -2.96674 -1.67508  -0.395
C -0.31745 -3.71174 0.99202  0.681
C -0.65755 -4.92864 0.40832  -0.210
C -0.81865 -6.05484 1.19942  -0.779
C -0.63455 -5.97824 2.57122  -0.501
C -0.31125 -4.76614 3.15922  -0.641
C -0.15615 -3.64014 2.37182  -0.596
H 4.79735 -0.85604 -0.61128  0.465
H 5.65735 -3.15474 -0.91378  0.384
H 4.10405 -5.06734 -0.80218  0.427
H 1.70625 -4.68344 -0.39218  0.472
H 1.15895 -1.89984 -2.67528  0.391
H 0.17175 -2.39574 -4.86838  0.432
H -2.13285 -3.26744 -5.03338  0.399
H -3.46205 -3.60924 -2.96058  0.470
H -2.48065 -3.10584 -0.77808  0.678
H -0.80975 -5.00094 -0.65988  0.487
H -1.06685 -7.00474 0.74462  0.420
H -0.75285 -6.85964 3.18452  0.392
H -0.16405 -4.70304 4.22842  0.413
H 0.07955 -2.68474 2.82052  0.261
C 0.80985 6.25086 -0.94518  -1.085
C 0.06925 4.96666 -1.28618  -0.438
O 0.00475 4.09576 -0.17008  -0.319
P 0.99885 2.75376 -0.11308  0.147
O 0.43875 2.18906 1.29982  -0.006
C 0.57015 2.87626 2.54922  -0.212
C -0.62165 3.75686 2.89272  -1.086
O 2.35505 3.52176 0.39722  -0.253
C 3.60365 3.33046 -0.25728  0.062
C 4.66845 4.17816 0.42662  -1.302
H 0.80405 6.90486 -1.81288  0.420
H 1.83765 6.03556 -0.66088  0.139
H 0.31625 6.75726 -0.11758  0.311
H 0.55495 4.45876 -2.12848  0.386
H -0.96615 5.19466 -1.56478  0.342
H 1.47835 3.48196 2.53442  0.188
H 0.67775 2.08406 3.29272  0.428
H -0.70445 4.57706 2.18562  0.186
H -0.47705 4.17156 3.88752  0.465
H -1.54585 3.18486 2.88502  0.240
H 3.50845 3.62176 -1.30958  0.323
H 3.88385 2.27296 -0.21588  0.070
H 4.37865 5.22696 0.44502  0.319
H 5.60185 4.07916 -0.12318  0.392
H 4.82655 3.84356 1.44982  0.316

Force components x, y, z for each atom (eV/Å):
Cu 0.2770 -0.3854 -0.1073
O -0.1050 -0.4054 0.0792
C 0.1275 0.1509 -0.0381
O -0.0396 -0.0405 -0.0388
C 0.3037 0.0219 -0.0005
C -0.3676 -0.3369 0.0476
N -0.3259 -0.0257 -0.0622
N 0.2646 -0.5928 0.0766
C -0.1925 0.5081 -0.2098
C -0.0053 0.2171 0.1618
O -0.3972 -0.0781 -0.1040
O -0.5149 -0.1985 0.2945
H -0.0434 0.3742 -0.0612
H -0.0178 0.2096 0.0032
H -0.0902 0.0627 -0.0545
Cl 0.5412 -0.1356 -0.1919
C -0.0080 -0.4220 0.0367
C 0.0830 0.1238 -0.0072
C -0.0376 0.0912 0.0147
C 0.0040 -0.0733 -0.0316
C -0.0061 0.0512 -0.0335
C -0.1337 0.4023 0.0499
P 0.6822 -0.4213 -0.1573
C -0.1037 0.0856 -0.0272
C -0.0605 -0.0276 0.0731
C 0.0090 -0.0001 -0.1085
C -0.0303 0.0507 0.0023
C -0.0470 -0.0468 -0.0334
C 0.0271 0.0986 0.0058
C -0.0129 0.2236 0.1894
C -0.0456 0.0869 -0.0014
C 0.0620 -0.0974 0.0396
C -0.0429 -0.0142 0.0185
C 0.0977 -0.0368 0.0768
C -0.0736 0.0242 -0.0899
H 0.0619 0.0574 0.0160
H 0.1187 -0.0205 -0.0123
H -0.0182 -0.1040 -0.0030
H -0.0243 -0.1096 0.0387
H 0.0883 -0.0258 -0.0123
H 0.0459 0.0311 -0.0735
H -0.0015 -0.0119 -0.0421
H -0.0954 -0.0049 -0.0763
H -0.1260 -0.0305 0.0587
H 0.0550 -0.0098 -0.0206
H -0.0561 0.0122 -0.0404
H -0.0126 -0.0713 0.0283
H -0.0482 0.0156 0.0504
H 0.0356 0.0556 0.0980
C -0.1503 -0.3266 0.0149
C 0.0334 0.4155 -0.3535
O 0.0633 -0.6827 0.5512
P -0.0173 1.2712 0.1928
O 0.0810 0.0625 -0.4591
C 0.0439 0.3188 0.7037
C 0.1258 -0.2389 -0.2415
O -0.4123 -0.0573 0.1243
C 0.5551 -0.0131 -0.2048
C -0.3790 -0.2232 -0.1345
H 0.0421 0.1323 -0.0735
H 0.0562 0.0259 0.0140
H 0.0128 0.0466 0.0303
H -0.0990 0.0136 -0.0264
H 0.1789 -0.0833 -0.0899
H -0.0012 -0.1800 0.0141
H 0.0714 0.0834 -0.0234
H -0.0397 0.0930 -0.0203
H 0.0108 0.0171 0.1035
H -0.0996 -0.0468 0.0508
H 0.0416 -0.0507 0.0443
H -0.0102 0.1296 -0.0648
H -0.0119 0.0523 -0.0264
H 0.1000 0.0239 -0.0008
H 0.0034 -0.0108 0.0542

The LUMO energy comes out at 0.3 eV. The total energy comes out at -123647.675 eV.